Computed, not measured: an isolated molecule of C5H6OS, with the ωB97M-V functional and the def2-TZVPD basis.

Structure (ORCA input):
```
! RIJCOSX wB97M-V def2-TZVPD def2/J DEFGRID3
* xyz 0 1
H -1.525 2.371 0.379
S -0.874 -1.354 -0.043
O 0.462 1.685 0.079
H 2.909 -0.334 0.665
H -2.613 0.404 -0.362
C 0.698 -0.710 0.495
C 0.963 0.454 -0.392
C -0.936 1.502 0.099
H 2.372 -0.937 -0.971
C 2.134 -0.428 -0.066
H 0.700 0.303 -1.469
C -1.547 0.321 -0.090
H 0.575 -0.457 1.548
*
```

- energy relative to the best compared isomer or geometry (same formula, charge and spin) (kcal per mole) = 70.22
- total energy (Ha) = -667.42623
- structure (SMILES) = C1=CS[C@H]2C[C@@H]2O1
- maximum force (eV Å⁻¹) = 1.76